{"formula": "C2H8NS", "method": "ωB97M-V/def2-TZVPD", "elements": ["N", "H", "H", "H", "C", "C", "S", "H", "H", "H", "H", "H"], "xyz": [[0.278735, 2.664795, -0.351825], [0.329728, 3.043510, 0.571640], [-0.418087, 1.832244, -0.292433], [1.126912, 2.155445, -0.504810], [0.171033, -1.043755, -0.617925], [-0.526123, -1.444064, 0.615869], [-0.349603, -0.396746, 2.123329], [1.158056, -0.662936, -0.221337], [-0.272061, -0.207198, -1.168615], [0.269310, -1.875791, -1.358342], [-0.237769, -2.451036, 0.930185], [-1.530135, -1.614467, 0.274260]], "forces_ev_per_a": [[-2.1, -1.9, -0.9], [0.0, 0.0, 0.7], [1.4, 2.0, 0.3], [0.7, -0.1, 0.1], [2.4, 0.7, -0.6], [-1.0, -0.9, 1.3], [-0.2, 0.1, -0.8], [-0.4, -0.5, -1.1], [-0.2, 0.0, 0.3], [0.2, 0.4, 0.5], [0.4, 0.0, -0.2], [-1.3, 0.2, 0.4]], "mol_weight_da": 78.2, "e_homo_ev": -2.4, "charge": -1, "gap_ev": 6.70}